## 1
2 unconnected molecules or ions with the total composition C6H12O3, computed with ωB97M-V with the def2-TZVPD basis set.

CARTESIAN COORDINATES (ANGSTROEM)
C: 1.358 1.581 -0.847
O: 0.081 1.014 -0.524
C: -0.221 0.845 0.926
C: -1.536 1.496 1.242
O: 0.685 0.665 1.708
H: 2.096 1.530 -0.045
H: 1.743 1.016 -1.696
H: 1.202 2.610 -1.175
H: -2.188 1.534 0.370
H: -2.024 0.921 2.031
H: -1.345 2.504 1.616
C: -1.239 -1.394 0.220
C: 0.030 -1.125 -1.023
C: 1.331 -1.693 -0.522
O: -0.363 -1.240 -2.157
H: -1.111 -1.381 1.303
H: -2.118 -0.922 -0.218
H: -1.329 -2.464 0.021
H: 1.262 -2.780 -0.499
H: 2.134 -1.402 -1.205
H: 1.552 -1.316 0.475

Computed properties:
HOMO-LUMO gap ... 9.84 eV
Structure (SMILES) ... COC(C)=O.CC(C)=O

***

## 2
A single C6H12O3 molecule, computed with ωB97M-V with the def2-TZVPD basis set.

CARTESIAN COORDINATES (ANGSTROEM)
C: 2.012 -0.647 0.213
C: 1.541 0.546 -0.614
C: 0.148 1.124 -0.286
C: -0.075 1.583 1.166
O: 0.305 0.713 2.181
O: -0.916 0.295 -0.803
C: -1.357 -0.815 -0.245
C: -2.349 -1.505 -1.146
O: -1.030 -1.238 0.839
H: 1.306 -1.463 0.161
H: 2.152 -0.375 1.256
H: 2.964 -1.010 -0.164
H: 2.254 1.364 -0.495
H: 1.527 0.272 -1.670
H: 0.024 2.024 -0.907
H: -1.154 1.839 1.255
H: 0.508 2.497 1.323
H: -0.137 -0.141 2.020
H: -1.813 -2.251 -1.722
H: -2.807 -0.785 -1.815
H: -3.103 -2.027 -0.547

Computed properties:
HOMO-LUMO gap ... 10.59 eV
Structure (SMILES) ... CC[C@H](CO)OC(C)=O

***

The structure with the greatest stability is 2.

***

## 1
2 unconnected molecules or ions with the total composition CH4O2S, computed with ωB97M-V with the def2-TZVPD basis set.

CARTESIAN COORDINATES (ANGSTROEM)
O: 1.783 -2.468 0.040
C: 0.596 -2.396 -0.117
O: -0.049 -1.319 -0.563
H: -0.065 -3.206 0.183
H: 0.615 -0.633 -0.747
S: -0.515 3.644 0.735
H: -1.297 3.955 -0.309
H: -1.069 2.423 0.777

Computed properties:
HOMO-LUMO gap ... 10.48 eV
Structure (SMILES) ... O=CO.S

***

## 2
2 unconnected molecules or ions with the total composition CH4O2S, computed with ωB97M-V with the def2-TZVPD basis set.

CARTESIAN COORDINATES (ANGSTROEM)
C: -0.746 -0.766 -0.172
O: -1.620 0.272 0.139
O: 0.478 -0.614 0.167
S: 3.559 0.298 0.196
H: -1.105 -0.988 -1.239
H: -1.044 -1.840 0.210
H: -1.296 1.080 0.510
H: 2.679 -0.580 -0.046

Computed properties:
HOMO-LUMO gap (alpha / beta) ... 3.90 / 3.94 eV

***

The structure with the greatest stability is 1.

***

## 1
2 unconnected molecules or ions with the total composition C9H14N3O2, computed with ωB97M-V with the def2-TZVPD basis set.

CARTESIAN COORDINATES (ANGSTROEM)
C: 3.259 1.242 0.507
C: 2.398 1.964 -0.238
C: 3.019 -0.068 0.894
C: 1.229 1.279 -0.678
C: 1.754 -0.595 0.578
C: -2.010 1.513 0.018
C: -1.481 -0.899 -1.546
C: -0.781 -3.218 0.042
C: -1.220 -0.845 -0.168
N: 0.933 0.031 -0.225
N: -2.074 2.463 0.986
N: -1.638 0.259 0.575
O: -2.232 1.693 -1.169
O: -0.876 -1.935 0.640
H: 4.297 1.768 0.734
H: 2.744 2.885 -0.565
H: 3.533 -0.828 1.526
H: 0.408 1.765 -1.238
H: 1.395 -1.496 0.871
H: -2.478 -1.027 -1.796
H: -0.936 -1.671 -2.000
H: -1.458 0.077 -1.906
H: -0.829 -3.916 0.858
H: 0.274 -3.293 -0.429
H: -1.726 -3.293 -0.536
H: -1.873 2.342 1.982
H: -2.331 3.449 0.708
H: -1.300 0.354 1.575

Computed properties:
Net charge ... +1
HOMO-LUMO gap ... 9.66 eV

***

## 2
A molecular structure, C9H14N3O2, computed with ωB97M-V with the def2-TZVPD basis set.

CARTESIAN COORDINATES (ANGSTROEM)
C: -3.166 -0.244 0.171
C: -3.774 0.997 -0.033
C: 1.188 0.530 0.764
C: -1.160 -1.233 -0.537
C: 1.911 -0.401 1.540
C: 1.191 1.084 -0.389
C: 3.262 -0.876 0.845
C: 2.574 0.876 -1.068
C: 2.995 -0.506 -0.635
N: -1.939 0.801 -1.293
N: -2.092 -0.292 -0.552
N: -4.938 1.661 0.283
O: -3.040 1.643 -0.945
O: -1.068 -2.092 0.437
H: -3.640 -0.804 0.944
H: 2.166 0.077 2.569
H: 1.298 -1.429 1.754
H: -0.172 -1.162 -1.444
H: 0.527 1.811 -0.789
H: 4.108 -0.252 1.351
H: 3.333 -1.976 0.923
H: 2.544 1.118 -2.081
H: 3.167 1.543 -0.581
H: 3.871 -0.778 -1.282
H: 2.149 -1.093 -1.091
H: -5.753 1.364 0.827
H: -4.865 2.622 0.109
H: -0.677 -2.989 0.203

Computed properties:
Net charge ... +1
HOMO-LUMO gap (alpha / beta) ... 5.21 / 8.21 eV

***

The structure with the greatest stability is 1.

***

## 1
2 unconnected molecules or ions with the total composition C3H5FO2, computed with ωB97M-V with the def2-TZVPD basis set.

CARTESIAN COORDINATES (ANGSTROEM)
C: 1.845 -1.096 -1.166
C: 0.739 -0.901 -0.405
C: -1.690 0.422 0.771
O: -2.069 1.148 -0.197
O: -1.154 1.255 1.649
F: 0.836 -0.407 0.835
H: 2.740 -0.811 -0.659
H: 1.703 -1.454 -2.198
H: -0.349 -0.920 -0.701
H: -1.918 2.052 -0.163
H: -0.682 0.713 2.234

Computed properties:
HOMO-LUMO gap ... 10.36 eV

***

## 2
2 unconnected molecules or ions with the total composition C3H5FO2, computed with ωB97M-V with the def2-TZVPD basis set.

CARTESIAN COORDINATES (ANGSTROEM)
C: -1.299 1.113 1.389
C: -0.356 0.651 0.479
C: 0.557 -0.719 -1.053
O: -0.750 -0.202 1.387
O: -0.043 0.482 -0.700
F: 2.329 0.242 0.818
H: -1.207 1.952 2.134
H: -2.406 1.072 1.088
H: 0.654 -0.812 -2.115
H: 0.223 -1.513 -0.412
H: 1.509 -0.618 -0.621

Computed properties:
HOMO-LUMO gap ... 7.71 eV

***

The structure with the greatest stability is 1.

***

## 1
2 unconnected molecules or ions with the total composition C5H14NS, computed with ωB97M-V with the def2-TZVPD basis set.

CARTESIAN COORDINATES (ANGSTROEM)
C: -0.120 -1.994 -0.401
C: -0.062 -1.695 1.049
C: 1.454 -1.164 1.487
C: 2.013 0.174 0.961
S: -0.357 1.325 -1.099
C: -1.403 2.485 -2.035
N: -1.141 -0.733 1.349
H: 0.719 -2.656 -0.662
H: 0.057 -1.065 -0.989
H: -1.076 -2.431 -0.733
H: -0.247 -2.662 1.556
H: 1.444 -1.211 2.602
H: 2.135 -1.973 1.163
H: 1.407 1.077 1.071
H: 3.012 0.323 1.398
H: -1.911 3.209 -1.342
H: -2.107 1.814 -2.518
H: -0.795 3.011 -2.757
H: 2.147 0.055 -0.156
H: -1.021 0.126 0.785
H: -1.355 -0.526 2.343

Computed properties:
Net charge ... +1
HOMO-LUMO gap ... 4.13 eV

***

## 2
3 unconnected molecules or ions with the total composition C5H14NS, computed with ωB97M-V with the def2-TZVPD basis set.

CARTESIAN COORDINATES (ANGSTROEM)
C: 0.025 -1.050 -0.168
C: -0.205 -0.515 -1.640
C: 0.201 0.661 -2.260
C: -1.969 2.183 1.360
S: -1.920 1.620 -0.281
C: -3.880 1.324 0.663
N: 6.078 -2.365 0.718
H: 1.112 -1.011 0.265
H: 0.094 -2.175 -0.187
H: -0.745 -0.667 0.678
H: -0.913 -1.133 -2.208
H: 0.607 1.434 -1.685
H: 0.104 1.044 -3.291
H: -1.903 1.352 2.169
H: -2.307 3.151 1.803
H: -3.778 0.258 1.141
H: -4.425 1.481 -0.349
H: -4.558 1.905 1.292
H: 5.773 -3.070 1.450
H: 5.853 -2.777 -0.221
H: 6.755 -1.651 0.751

Computed properties:
Net charge ... +1
HOMO-LUMO gap ... 4.59 eV

***

The structure with the greatest stability is 1.

***

## 1
2 unconnected molecules or ions with the total composition C5H14NS, computed with ωB97M-V with the def2-TZVPD basis set.

CARTESIAN COORDINATES (ANGSTROEM)
C: 1.055 -0.153 -2.803
C: -0.005 -0.732 -1.861
C: 0.653 -1.452 -0.695
S: -0.609 -2.291 0.333
H: 0.563 0.345 -3.630
H: 1.683 -0.940 -3.217
H: 1.665 0.585 -2.283
H: -0.615 0.098 -1.481
H: -0.667 -1.397 -2.406
H: 1.201 -0.742 -0.088
H: 1.364 -2.189 -1.053
H: 0.192 -2.528 1.380
C: -0.376 1.135 2.413
C: 0.050 2.354 2.198
N: -1.475 0.548 1.596
H: 0.012 0.441 3.140
H: 0.857 2.736 2.794
H: -0.394 3.002 1.445
H: -2.168 0.105 2.204
H: -1.914 1.278 1.032
H: -1.071 -0.203 0.983

Computed properties:
Net charge ... +1
HOMO-LUMO gap ... 10.09 eV

***

## 2
2 unconnected molecules or ions with the total composition C5H14NS, computed with ωB97M-V with the def2-TZVPD basis set.

CARTESIAN COORDINATES (ANGSTROEM)
C: -0.924 -1.757 -0.582
C: -1.556 -0.311 1.413
C: -0.990 1.926 -0.195
C: 1.788 -0.394 -0.343
C: -1.113 -0.453 -0.011
N: -0.693 0.612 -0.643
S: 3.022 0.713 0.149
H: -1.524 -1.780 -1.511
H: -1.151 -2.552 0.159
H: 0.160 -1.851 -0.997
H: -2.615 -0.280 1.383
H: -1.133 0.465 2.038
H: -1.302 -1.235 2.002
H: -1.754 1.812 0.566
H: -0.069 2.341 0.270
H: -1.307 2.652 -0.988
H: 1.484 -1.085 0.480
H: 2.116 -0.791 -1.275
H: -0.043 0.561 -1.525
H: 4.102 0.029 0.533
H: 3.501 1.376 -0.924

Computed properties:
Net charge ... +1
HOMO-LUMO gap ... 7.72 eV

***

The structure with the greatest stability is 1.

***

## 1
A molecular structure, C2H3N3S, computed with ωB97M-V with the def2-TZVPD basis set.

CARTESIAN COORDINATES (ANGSTROEM)
C: 0.529 0.813 -0.865
C: -0.061 0.144 -1.999
N: -0.357 -0.988 -1.147
N: -0.001 -0.345 -0.087
N: -0.302 -0.788 1.099
S: 1.718 0.350 -2.111
H: 0.558 1.860 -0.394
H: -0.970 -1.870 -1.157
H: 0.000 -0.124 2.116

Computed properties:
HOMO-LUMO gap (alpha / beta) ... 7.02 / 7.00 eV

***

## 2
A molecular structure, C2H3N3S, computed with ωB97M-V with the def2-TZVPD basis set.

CARTESIAN COORDINATES (ANGSTROEM)
C: -1.109 -0.118 -0.203
C: 0.740 -0.885 0.027
H: 1.670 -1.548 -0.081
H: 1.801 0.820 -0.185
H: -0.660 1.842 0.223
N: -0.394 -1.348 -0.006
N: 0.971 0.426 0.334
N: -0.228 0.944 -0.211
S: -2.792 -0.131 0.102

Computed properties:
HOMO-LUMO gap ... 8.54 eV

***

The structure with the greatest stability is 2.

***

## 1
A molecular structure, C4H8N4, computed with ωB97M-V with the def2-TZVPD basis set.

CARTESIAN COORDINATES (ANGSTROEM)
C: -0.046 0.501 0.438
C: 0.978 1.320 -0.446
C: -0.057 0.564 -1.033
C: 0.368 -1.097 0.489
H: -1.523 2.102 0.775
H: -1.824 -0.372 1.619
H: 2.043 0.717 -0.287
H: 0.932 2.443 -0.385
H: -0.833 1.366 -1.335
H: -1.198 -1.053 -1.418
H: 1.431 -2.433 -1.176
H: 0.075 -0.890 2.255
N: -0.944 0.806 1.455
N: -0.077 -0.702 -1.722
N: 0.608 -1.531 -0.741
N: 0.068 -1.742 1.512

Computed properties:
HOMO-LUMO gap ... 8.28 eV

***

## 2
2 unconnected molecules or ions with the total composition C4H8N4, computed with ωB97M-V with the def2-TZVPD basis set.

CARTESIAN COORDINATES (ANGSTROEM)
H: -1.315 2.430 0.146
N: -1.563 1.725 -0.546
C: -1.203 0.548 -0.304
N: -0.660 0.057 1.085
N: -0.892 0.770 2.286
H: -1.520 -0.270 -0.939
H: -0.545 -0.929 1.291
H: -0.180 1.490 2.414
H: -1.809 1.213 2.263
C: 1.121 -1.618 -1.923
C: 1.319 -0.478 -1.240
C: 1.387 -0.463 0.247
N: 1.859 -0.560 1.311
H: 1.600 -1.821 -2.869
H: 0.514 -2.419 -1.526
H: 1.886 0.325 -1.696

Computed properties:
HOMO-LUMO gap ... 8.87 eV
Structure (SMILES) ... [H]/N=C\NN.C=CC#N

***

The structure with the greatest stability is 2.